1.
Here is a molecular structure, C6H10N3O7PS2 at a distorted geometry from the OMol25 dataset. Energies are from ωB97M-V with the def2-TZVPD basis set.

- spin multiplicity = 1
- Kohn-Sham gap (Eh) = 0.3164

Last column: Mulliken charge in e.
Element x y z (Å)
1 N 3.382 0.943 3.201  -0.711
2 P 3.285 1.154 1.648  0.324
3 C 1.726 2.078 1.146  0.780
4 N 1.681 1.903 -0.334  -0.511
5 C 1.344 0.827 -0.743  0.477
6 S 1.160 -0.615 -1.271  -0.280
7 O 1.846 3.500 1.289  -0.451
8 S 0.348 4.074 0.951  1.138
9 O 0.003 4.206 -0.409  -0.516
10 O 0.248 5.317 1.597  -0.606
11 O -0.465 2.862 1.641  -0.347
12 C 0.478 1.810 1.953  0.035
13 O -0.051 0.513 1.910  -0.174
14 N -1.461 0.530 2.199  0.180
15 O -1.980 -0.361 1.681  -0.256
16 H 4.228 1.391 3.541  0.239
17 H 4.338 1.928 1.106  0.135
18 H 3.212 -0.098 1.001  0.068
19 H 0.652 1.996 3.020  0.467
20 C -2.456 -4.692 -2.547  -1.103
21 C -1.780 -3.344 -2.552  0.814
22 O -0.578 -3.241 -2.629  -0.527
23 C -2.669 -2.128 -2.458  -0.961
24 H -1.702 -5.474 -2.619  0.293
25 H -3.014 -4.826 -1.618  0.319
26 H -3.132 -4.775 -3.399  0.329
27 H -3.236 -2.151 -1.526  0.294
28 H -3.354 -2.099 -3.307  0.327
29 H -2.054 -1.229 -2.473  0.221

2.
Here is a gas-phase ion, C6H10N3S (charge +1) at a distorted geometry from the OMol25 dataset. Energies are from ωB97M-V with the def2-TZVPD basis set.

- relative energy (zero: lowest compared OMol25 entry of this formula, charge and spin) (eV) = 5.668
- spin multiplicity = 1
- Kohn-Sham gap (spin up / spin down) (Eh) = 0.2932 / 0.2480
- total charge = +1

Last column: Mulliken charge in e.
Element x y z (Å)
1 C -0.429 1.481 0.057  0.592
2 C 0.516 -1.427 -0.751  0.512
3 C -0.448 1.626 2.471  -0.769
4 C 0.117 1.827 1.243  -0.195
5 C -1.605 1.367 -1.985  -0.929
6 C 1.709 -2.430 1.045  -0.810
7 N -0.190 -0.412 -1.380  -0.260
8 N -0.694 0.835 -0.976  0.041
9 N 1.010 -1.379 0.403  -0.280
10 S 0.601 -2.762 -1.898  -0.126
11 H 0.043 1.971 3.363  0.320
12 H -1.386 1.109 2.579  0.307
13 H 1.037 2.405 1.172  0.331
14 H -1.057 1.585 -2.903  0.367
15 H -2.394 0.645 -2.199  0.346
16 H -2.059 2.287 -1.617  0.368
17 H 1.544 -3.404 0.574  0.351
18 H 1.387 -2.458 2.086  0.265
19 H 2.778 -2.204 1.035  0.293
20 H -0.480 -0.664 -2.320  0.276